The following is a DFT calculation (wB97M-V/def2-TZVPD) of a structure of composition C22H22MgOPSSbSe4.

Last column: Löwdin charge in e.
CARTESIAN COORDINATES (ANGSTROEM)
Mg (1.472, 0.843, 2.060)  -0.0445
C (1.883, -4.796, -2.972)  -0.1182
C (2.352, -4.736, -1.666)  -0.0878
C (2.142, -3.603, -0.895)  -0.1086
C (1.444, -2.512, -1.420)  -0.3576
C (0.974, -2.580, -2.731)  -0.0963
C (1.196, -3.714, -3.503)  -0.1138
P (1.219, -1.077, -0.303)  1.0926
C (0.273, 0.074, -1.388)  -0.3796
C (0.993, 1.015, -2.122)  -0.1057
C (0.346, 1.947, -2.922)  -0.1023
C (-1.041, 1.955, -2.994)  -0.1171
C (-1.770, 1.026, -2.262)  -0.1105
C (-1.118, 0.097, -1.462)  -0.0777
C (-0.045, -1.599, 0.881)  -0.4516
C (-0.890, -2.700, 0.754)  -0.1080
C (-1.875, -2.904, 1.708)  -0.1183
C (-2.008, -1.998, 2.756)  -0.1210
C (-1.145, -0.913, 2.865)  -0.1498
C (-0.109, -0.684, 1.946)  -0.2210
H (2.055, -5.681, -3.574)  0.0870
H (2.895, -5.570, -1.238)  0.1001
H (2.532, -3.557, 0.121)  -0.0024
H (0.429, -1.745, -3.154)  0.0911
H (0.825, -3.750, -4.522)  0.0881
H (2.074, 1.032, -2.040)  0.1068
H (0.925, 2.675, -3.477)  0.0942
H (-1.551, 2.686, -3.611)  0.0892
H (-2.853, 1.030, -2.306)  0.0957
H (-1.691, -0.610, -0.874)  0.1055
H (-0.773, -3.392, -0.074)  0.0970
H (-2.528, -3.768, 1.644)  0.0846
H (-2.770, -2.161, 3.512)  0.0841
H (-1.261, -0.258, 3.726)  0.0830
Se (5.391, -0.654, 5.036)  -0.3799
Sb (3.539, -0.826, 3.532)  0.0791
Se (2.995, 2.296, 3.275)  -0.3718
Se (2.421, -3.218, 4.179)  -0.3108
Se (3.992, -3.321, 2.403)  -0.2795
O (0.264, 2.294, 1.000)  -0.6296
S (-0.137, 3.540, 1.745)  0.9109
C (-0.394, 4.746, 0.386)  -0.2922
C (-1.891, 4.840, 0.078)  -0.2393
C (-2.519, 3.536, 0.561)  -0.2416
C (-1.931, 3.325, 1.947)  -0.3101
H (0.172, 4.289, -0.426)  0.0868
H (0.066, 5.697, 0.650)  0.0815
H (-2.065, 5.022, -0.984)  0.1039
H (-2.329, 5.677, 0.630)  0.1025
H (-2.216, 2.708, -0.080)  0.0917
H (-3.611, 3.577, 0.576)  0.1087
H (-2.063, 2.327, 2.363)  0.0910
H (-2.284, 4.072, 2.664)  0.0917

Summary:
E_HOMO (Eh): -0.0113
ΔE to the lowest compared entry with this formula, charge and spin (kJ/mol): 187.56
LUMO energy (eV): 3.676
Strongest force on any atom (eV/A): 0.464
Charge: -2
Total energy (a.u.): -11712.49111
Frontier orbital gap (eV): 3.9830